The molecule C10H10N2, computed with the ωB97M-V functional and the def2-TZVPD basis.

## Properties
**Charge**: 0
**SMILES string**: Cc1ccc2cccnc2c1N
**LUMO energy**: 0.62 eV
**E_HOMO**: -7.41 eV
**Kohn-Sham gap**: 8.030 eV
**Spin multiplicity**: 1

Each line ends with the Löwdin charge.
Atoms and positions in Å:
C1 -1.4917 -1.2456 -0.2354  -0.082
H1 -2.1439 -2.2031 0.0395  0.150
C2 0.6168 -0.0103 0.0379  -0.234
H2 -3.5527 2.6384 -0.3188  0.124
H3 1.5961 2.6016 -0.3558  0.112
H4 0.3441 -3.3613 0.3407  0.100
H5 -2.2865 3.0494 -1.6146  0.114
H6 3.5363 -1.0753 1.3944  0.135
H7 -1.7472 3.1884 0.2634  0.090
C3 2.5889 -1.1017 0.7283  -0.142
H8 2.3703 -3.2544 0.9649  0.092
C4 -2.3185 2.4424 -0.5030  -0.124
C5 -0.1714 -1.0729 0.2767  -0.171
H9 -3.1585 -0.3096 -1.1058  0.103
C6 -0.1195 1.2238 -0.2083  -0.266
C7 -2.2011 -0.1284 -0.6315  -0.037
C8 -1.4939 1.1445 -0.3854  -0.235
N1 1.8415 -0.0550 0.4689  0.099
C9 1.9935 -2.3476 0.5154  -0.080
H10 -0.0292 3.1748 -0.7167  0.140
C10 0.5869 -2.3151 0.3897  0.008
N2 0.6058 2.3430 -0.2972  0.104

=====

A structure of composition C10H10N2, computed with the ωB97M-V functional and the def2-TZVPD basis.

## Properties
**Charge**: 0
**LUMO energy**: -0.11 eV
**E_HOMO**: -5.70 eV
**Kohn-Sham gap**: 5.594 eV
**Spin multiplicity**: 1

Each line ends with the Löwdin charge.
Atoms and positions in Å:
C1 2.1867 1.2570 -0.2772  -0.109
H1 -0.6354 1.9600 0.7236  0.124
H2 4.3109 0.6335 -0.1951  0.113
H3 2.3474 2.3066 -0.3985  0.110
C2 1.5784 -1.3543 0.0177  -0.100
N1 0.5918 -0.5455 -0.3271  -0.040
H4 -0.6597 -2.1592 0.1367  0.124
C3 -2.5732 1.1916 0.1574  -0.055
H5 -3.0854 -2.1118 -0.4260  0.104
C4 0.9632 0.7961 -0.3143  -0.138
C5 -1.2113 -1.2045 0.1444  -0.074
H6 -4.2979 0.0234 -0.4895  0.101
H7 -3.0575 2.1902 0.1837  0.120
N2 -0.5366 -0.0808 0.4595  -0.061
C6 -3.2436 0.0223 -0.2118  -0.104
C7 2.8975 -0.8453 0.3508  -0.045
H8 1.2917 -2.3687 0.1200  0.080
H9 0.0130 1.4710 -0.4289  0.119
C8 3.2394 0.4476 -0.0001  -0.122
C9 -2.5606 -1.1855 -0.1975  -0.065
C10 -1.2382 1.0658 0.5090  -0.153
H10 3.6793 -1.5094 0.4630  0.070

=====

A cluster of 2 separate species, C10H10N2 in total, computed with the ωB97M-V functional and the def2-TZVPD basis.

## Properties
**Charge**: 0
**SMILES string**: c1ccncc1.c1ccncc1
**LUMO energy**: 0.57 eV
**E_HOMO**: -9.62 eV
**Kohn-Sham gap**: 10.187 eV
**Spin multiplicity**: 1

Each line ends with the Löwdin charge.
Atoms and positions in Å:
N1 -1.9354 -1.2990 -0.2557  0.048
C1 1.5043 -1.0045 0.1241  -0.082
N2 3.7833 -0.3068 -0.2333  0.075
C2 -1.9116 -0.9588 0.9978  -0.210
C3 3.3121 1.0414 -0.0354  -0.131
H1 -2.9820 2.1203 0.5795  0.023
C4 -2.8241 1.2162 0.3063  -0.010
H2 -2.1562 -0.8909 -2.1398  0.062
H3 4.1593 1.8733 -0.2531  0.136
H4 -2.2610 0.6661 2.3460  0.104
C5 -2.3550 0.3234 1.3068  -0.101
C6 2.0050 1.4827 -0.0171  -0.106
H5 -0.0096 0.6364 0.6050  0.142
H6 0.9280 -1.9060 0.2981  0.102
H7 -1.3633 -1.6056 1.7867  0.139
C7 2.8051 -1.1404 -0.0755  -0.284
C8 -2.9346 0.6742 -1.0855  -0.030
C9 -2.5100 -0.5845 -1.2653  -0.149
C10 1.1343 0.3790 0.1019  -0.063
H8 1.7226 2.5435 -0.1439  0.110
H9 -3.4765 1.4079 -1.7483  0.118
H10 3.1506 -2.1770 -0.0571  0.108

=====

The molecule C10H10N2O2, computed with the ωB97M-V functional and the def2-TZVPD basis.

## Properties
**Charge**: 0
**SMILES string**: CNCc1ccc2c(c1)C(=O)NC2=O
**LUMO energy**: -0.29 eV
**E_HOMO**: -9.40 eV
**Kohn-Sham gap**: 9.111 eV
**Spin multiplicity**: 1

Each line ends with the Löwdin charge.
Atoms and positions in Å:
C1 0.6779 0.5507 -0.5438  -0.200
N1 3.0571 0.0885 -0.0848  -0.109
H1 3.9589 0.0911 -0.5444  0.092
C2 0.3162 1.6429 0.2511  -0.002
N2 -3.7248 -0.5626 0.3184  0.184
C3 -1.5206 -0.3226 -0.2435  -0.079
H2 2.2131 -1.8739 -0.1945  0.069
H3 2.0593 -0.2483 -1.9395  0.115
H4 -1.2391 2.6023 1.4310  0.122
C4 -0.2571 -0.4552 -0.8002  0.051
O1 -2.7841 -2.2902 -0.8939  0.128
C5 2.0737 0.4655 -1.1092  -0.204
H5 2.3510 1.4537 -1.4660  0.117
H6 -4.5464 -1.0571 0.6326  0.167
C6 -1.8659 0.7557 0.5461  -0.091
C7 -3.2750 0.5773 0.9908  -0.395
H7 2.4195 -1.2148 1.4427  0.074
O2 -3.9180 1.2205 1.7651  0.131
C8 -2.7040 -1.2214 -0.3630  -0.397
H8 3.8020 -1.7988 0.5136  0.074
C9 2.8547 -1.2742 0.4520  -0.113
H9 1.0460 2.4160 0.4484  0.118
C10 -0.9569 1.7634 0.8140  0.024
H10 -0.0374 -1.3086 -1.4232  0.126

=====

A cluster of 2 separate species, C10H10N2O2 in total, computed with the ωB97M-V functional and the def2-TZVPD basis.

## Properties
**Charge**: 0
**SMILES string**: O=c1cc[nH]c(=O)[nH]1.c1ccccc1
**LUMO energy**: 0.42 eV
**E_HOMO**: -8.91 eV
**Kohn-Sham gap**: 9.329 eV
**Spin multiplicity**: 1

Each line ends with the Löwdin charge.
Atoms and positions in Å:
H1 -4.1989 0.1436 -1.9418  0.098
C1 -3.0080 1.2676 -0.5479  -0.016
C2 -2.4183 0.0992 1.4752  -0.150
H2 2.0596 -0.0155 -2.1339  0.128
C3 -3.5927 0.0680 -1.0578  -0.145
C4 1.9919 -1.3669 -0.5410  -0.450
H3 -2.0261 0.0093 2.4095  0.074
H4 2.3644 -2.4131 1.4948  0.146
H5 -2.3833 -2.1596 0.9972  0.138
O1 1.5634 -2.2027 -1.2827  0.088
C5 -3.3774 -1.0979 -0.4896  -0.137
N1 2.1918 -0.0032 -1.1333  0.161
H6 -3.5292 -2.0078 -1.0451  0.105
H7 -3.3830 2.0240 -1.2257  0.087
H8 -1.9333 2.0897 1.1986  0.125
O2 2.0285 2.4082 -0.9992  0.079
H9 2.6753 1.7498 1.5599  0.096
C6 -2.8170 -1.0791 0.7933  -0.066
C7 2.3315 -1.4379 0.8623  -0.040
C8 2.2366 1.3323 -0.4619  -0.363
C9 2.4248 -0.3119 1.5941  -0.096
N2 2.4284 0.9865 1.0040  0.082
C10 -2.6082 1.2258 0.8873  -0.111
H10 2.2985 -0.1424 2.7631  0.167

=====

The ion C10H10NO2S with charge +1, computed with the ωB97M-V functional and the def2-TZVPD basis.

## Properties
**Charge**: +1
**SMILES string**: O=C(c1ccccc1)[C@H]1SCC[N+]1=O
**LUMO energy (alpha / beta)**: -6.26 / -6.26 eV
**E_HOMO (alpha / beta)**: -12.94 / -12.94 eV
**Kohn-Sham gap (alpha / beta)**: 6.677 / 6.680 eV
**Spin multiplicity**: 1

Each line ends with the Löwdin charge.
Atoms and positions in Å:
C1 0.1388 -0.6560 0.3471  -0.274
H1 2.9149 0.7450 1.9468  0.093
C2 -2.9625 1.0201 -0.9266  -0.038
H2 -3.2838 1.9062 -1.4505  0.120
S1 1.6090 1.5388 0.0909  1.014
C3 -2.1613 -1.2464 0.4827  0.020
H3 0.7821 0.1193 -1.7592  0.141
H4 -0.8963 1.5266 -1.0612  0.097
C4 -3.4975 -1.0193 0.2412  -0.036
C5 3.0991 0.8075 0.8761  -0.348
O1 2.5746 -1.6718 -1.6589  0.198
H5 3.9190 1.5012 0.6965  0.088
H6 -4.9521 0.2826 -0.6404  0.121
H7 -1.8324 -2.1134 1.0337  0.131
C6 -1.6154 0.7972 -0.7193  -0.021
C7 1.3233 0.0328 -0.8229  -0.411
C8 3.3340 -0.5624 0.2506  -0.105
H8 4.3555 -0.6916 -0.1196  0.161
O2 0.6313 -1.2670 1.2225  0.184
H9 -4.2301 -1.7205 0.6071  0.120
C9 -1.2031 -0.3338 -0.0085  -0.179
C10 -3.9021 0.1091 -0.4606  -0.026
H10 3.1378 -1.3717 0.9698  0.158
N1 2.4222 -0.7666 -0.8584  -0.207

=====

The molecule C10H10O2, computed with the ωB97M-V functional and the def2-TZVPD basis.

## Properties
**Charge**: 0
**SMILES string**: O=C(O)C1Cc2ccccc2C1
**LUMO energy**: 0.57 eV
**E_HOMO**: -8.95 eV
**Kohn-Sham gap**: 9.516 eV
**Spin multiplicity**: 1

Each line ends with the Löwdin charge.
Atoms and positions in Å:
H1 0.5680 -1.8585 -0.4555  0.153
O1 3.3284 0.8381 0.0069  0.114
H2 4.3160 0.7998 -0.1720  0.174
H3 -1.8742 2.4726 -0.1718  0.076
H4 -3.8718 1.4947 -0.7108  0.104
H5 0.7922 1.8192 1.1064  0.101
H6 0.6562 -1.7172 1.5951  0.157
C1 -3.2894 -0.5608 -0.2226  -0.127
C2 -0.9611 -0.6978 0.4655  -0.150
H7 1.5559 0.1696 1.6170  0.095
H8 -2.3518 -2.4491 0.0155  0.140
C3 1.3158 -0.0941 0.6928  -0.232
C4 -2.1939 -1.3039 0.0767  -0.038
C5 -0.8505 0.6456 0.1407  -0.177
H9 0.9076 1.8050 -0.5842  0.138
O2 2.6854 -0.9867 -1.1023  0.090
C6 0.4223 -1.3037 0.5321  -0.073
C7 2.5649 -0.1960 -0.1755  -0.509
H10 -4.1718 -0.9945 -0.6898  0.110
C8 0.5654 1.2082 0.2835  -0.047
C9 -3.1144 0.7751 -0.3948  -0.091
C10 -1.8986 1.4688 -0.1961  -0.009

=====

The molecule C10H10O2, computed with the ωB97M-V functional and the def2-TZVPD basis.

## Properties
**Charge**: 0
**LUMO energy (alpha / beta)**: -0.43 / -1.42 eV
**E_HOMO (alpha / beta)**: -9.16 / -7.08 eV
**Kohn-Sham gap (alpha / beta)**: 8.732 / 5.663 eV
**Spin multiplicity**: 1

Each line ends with the Löwdin charge.
Atoms and positions in Å:
C1 1.4136 -1.4918 2.3481  -0.144
O1 0.4775 -1.3255 1.3681  0.002
H1 1.1256 -2.1037 3.2253  0.127
C2 -1.3186 1.7480 -1.4501  -0.385
C3 -1.3476 0.3172 -2.1012  -0.151
C4 -0.8661 -0.7495 -1.1491  -0.230
H2 -1.2584 -1.6336 -1.7002  0.134
H3 -2.3852 0.0365 -2.2853  0.116
H4 3.6512 -1.0166 2.5701  0.109
H5 -1.3667 -0.5790 -0.1570  0.116
H6 1.1936 -0.1886 -1.7816  0.153
C5 2.5498 -0.7231 0.6129  -0.028
H7 -2.9630 1.9389 1.2528  0.079
H8 -0.8137 0.2610 -3.0305  0.111
H9 -1.2673 1.6724 1.9573  0.092
O2 -0.9916 2.7018 -2.2243  0.052
C6 -1.9050 1.8452 1.0873  0.059
C7 -1.7000 1.6810 -0.1496  0.013
C8 1.1989 -0.7135 0.2751  -0.264
C9 2.6885 -1.0747 2.0374  -0.047
C10 0.5588 -0.5572 -0.9170  -0.033
H10 3.3257 -0.0450 0.2115  0.117

=====

The molecule C10H10S, computed with the ωB97M-V functional and the def2-TZVPD basis.

## Properties
**Charge**: 0
**LUMO energy (alpha / beta)**: -0.67 / -0.67 eV
**E_HOMO (alpha / beta)**: -7.65 / -7.65 eV
**Kohn-Sham gap (alpha / beta)**: 6.974 / 6.975 eV
**Spin multiplicity**: 1

Each line ends with the Löwdin charge.
Atoms and positions in Å:
C1 -3.0740 0.5904 0.8102  -0.066
C2 2.8887 -0.9941 0.2024  -0.075
H1 4.2430 0.8018 0.1573  0.121
S1 -0.1959 2.2717 -0.2264  0.773
C3 1.5420 -1.4275 -0.0063  -0.034
H2 -1.3020 -1.6338 0.7014  0.193
H3 3.5040 -1.8277 0.4142  0.082
C4 2.2089 1.3115 -0.1102  -0.167
H4 -3.7251 1.5095 0.7123  0.100
C5 -1.5918 -0.4748 -1.2921  -0.080
C6 0.9204 0.9242 -0.1723  -0.615
H5 -3.8774 -0.1299 0.8756  0.078
H6 -2.8457 0.7991 1.7990  0.043
C7 0.5979 -0.4696 -0.0868  -0.230
H7 1.1724 -2.4034 0.0917  0.099
C8 -1.8848 0.3071 -0.0893  -0.256
C9 3.2164 0.3383 0.0681  -0.082
H8 -1.1508 0.1428 -2.1195  0.134
C10 -0.8606 -0.7655 0.0372  -0.189
H9 -2.3731 -1.1354 -1.6161  0.099
H10 2.5875 2.2653 -0.1504  0.071

=====

no.,maximum force (eV Å⁻¹)
1,6.9
2,10.7
3,9.5
4,0.6
5,9.2
6,2.1
7,5.7
8,4.9
9,3.8